1.
C20H17F6N7O6S | ωB97M-V/def2-TZVPD

The geometry in XYZ format:
```
57
C20H17F6N7O6S (ωB97M-V/def2-TZVPD)
S 0.8801 0.8409 -0.5941
F 4.3996 2.7184 -2.0309
F 6.4780 2.1467 -2.4882
F 6.4534 -4.0482 -1.2014
F 5.8811 2.5573 -0.4084
F 7.8517 -2.5513 -0.3851
F 7.5284 -2.6860 -2.5602
O -3.2766 0.4455 5.8013
O -1.6285 1.8423 5.4308
O -6.0080 -0.3322 0.3826
O -5.8304 -0.4528 2.6637
O -1.5941 2.8034 -0.7359
O -0.4768 3.5357 1.0005
N -2.9245 0.8026 -0.6192
N 2.1876 -1.5484 -0.4217
N -0.0067 -1.5230 0.2553
N -4.9568 -0.1077 3.6499
N -5.3093 -0.1244 1.3703
N -2.5663 1.1196 5.0255
N -1.3591 2.8177 0.5417
C -2.7792 1.1165 3.5854
C -1.9020 1.8507 2.7483
C -3.8724 0.4042 2.9776
C 6.1142 -0.4175 -1.4577
C 4.4733 -2.1262 -0.9253
C 5.7769 -1.7523 -1.2399
C -4.0103 0.3339 1.5709
C -3.3220 1.2960 0.6597
C -2.5721 -1.4108 -1.5721
C -1.2839 -0.8248 0.5850
C -4.0094 0.5885 -1.6419
C -3.6269 -0.6765 -2.3981
C -2.1503 1.9639 1.3791
C 5.4631 1.9848 -1.5847
C 1.0512 -0.7849 -0.2365
C 3.4681 -1.1426 -0.8284
C 6.8907 -2.7657 -1.3451
C 3.7864 0.1839 -1.1010
C 5.1058 0.5363 -1.3884
C -1.8967 -0.3429 -0.7231
H 2.0774 -2.5467 -0.2453
H 3.0148 0.9635 -1.0894
H -1.0910 0.1602 -1.3124
H -4.5200 -1.2826 -2.5641
H -0.9566 2.2231 3.1527
H 7.1343 -0.1231 -1.6857
H 0.2201 -2.3434 0.8161
H -2.3263 1.7260 -0.9630
H -1.8392 -1.9375 -2.1945
H 4.2336 -3.1710 -0.7491
H -4.9759 0.5059 -1.1332
H -1.0621 0.0286 1.2415
H -3.0421 -2.1547 -0.9136
H -1.9569 -1.5125 1.1184
H -4.0700 2.1100 0.4572
H -3.2344 -0.3884 -3.3825
H -4.0323 1.4725 -2.2934
```

F_max: 3.329 eV/Å
Total charge: 0
SMILES string: O=[N+]([O-])C1=CC(=[N+]([O-])[O-])[C@@H]([N@@H+]2CCC[C@@H]2CNC(=S)Nc2cc(C(F)(F)F)cc(C(F)(F)F)c2)c2c1no[n+]2[O-]

Here are the natural (NBO) charges for atoms 1 to 4, given in e: S -0.19; F -0.32; F -0.32; F -0.32

=====

2.
C20H17N3O2 | ωB97M-V/def2-TZVPD

The geometry in XYZ format:
```
42
C20H17N3O2 (ωB97M-V/def2-TZVPD)
O 4.9824 0.2455 1.4410
O -2.7077 -2.6989 -0.6436
N 3.6446 -1.4378 0.8092
N -5.6563 -0.1356 0.8572
N -1.1317 -1.3649 0.3404
C -3.3930 -0.6134 0.2514
C 2.5563 1.9493 1.0596
C 2.4623 -2.0493 0.3828
C 1.2232 -1.4690 0.6184
C 1.1530 2.6728 -0.7620
C -2.3947 -1.6752 -0.0762
C 0.1307 -3.2734 -0.5456
C -4.6972 -0.9929 0.5722
C -4.1179 1.6508 0.4987
C 0.0615 -2.0588 0.1292
C 1.6116 1.5958 -1.5140
C 0.1726 3.6447 -1.3441
C 2.5252 -3.2767 -0.2739
C -3.1084 0.7493 0.2057
C -5.3729 1.1553 0.8235
C 3.9480 -0.1080 0.9139
C 1.3633 -3.8764 -0.7223
C 2.9746 0.8505 0.3181
C 2.5116 0.6917 -0.9849
C 1.6453 2.8424 0.5266
H -2.1285 1.1073 -0.0831
H 2.9403 2.0858 2.0596
H 1.1573 -0.5477 1.1771
H -1.0200 -0.4994 0.8508
H -0.5132 3.1455 -2.0258
H 1.2551 1.4636 -2.5254
H -3.9375 2.7140 0.4668
H -0.7686 -3.7331 -0.9172
H -4.9610 -2.0414 0.5994
H 0.7038 4.4114 -1.9087
H 1.3138 3.6842 1.1178
H 2.8571 -0.1378 -1.5840
H -6.1930 1.8202 1.0595
H 3.4833 -3.7474 -0.4364
H 1.4180 -4.8260 -1.2322
H 4.4051 -2.0575 1.0622
H -0.3982 4.1403 -0.5620
```

F_max: 0.637 eV/Å
ΔE to the lowest compared entry with this formula, charge and spin: 9.3 kcal/mol
Total charge: 0
SMILES string: Cc1ccc(C(=O)Nc2cccc(NC(=O)c3cccnc3)c2)cc1

Here are the natural (NBO) charges for atoms 1 to 4, given in e: O -0.59; O -0.59; N -0.63; N -0.41

=====

3.
C20H17N5O2S2 | ωB97M-V/def2-TZVPD

The geometry in XYZ format:
```
46
C20H17N5O2S2 (ωB97M-V/def2-TZVPD)
S 4.6392 -1.9930 1.3009
S 1.3436 2.0883 -0.2935
O -6.6024 -1.0603 -0.5748
O -1.5920 3.7781 -0.3176
N 3.1823 -0.1792 0.3194
N -5.5943 -0.2261 -0.4501
N 1.7302 0.6839 2.0728
N -3.4043 -0.1353 0.3518
N 2.5596 -0.1713 2.1771
C 5.0206 -0.2992 -2.8141
C 4.0470 -0.1580 -0.7542
C -6.7733 -3.3536 -0.9400
C 2.1415 0.9621 0.7111
C -2.3923 -1.7560 1.4965
C -4.4228 -0.7115 -0.1678
C 3.9650 0.1879 -1.8839
C -2.3353 -0.3091 0.9806
C 4.9321 -1.2950 -0.3247
C -3.0450 1.2963 -0.3117
C 5.8828 -1.1539 -2.5642
C -5.8252 -2.1972 -0.6798
C -3.9433 2.1386 -1.0109
C 0.4524 3.0163 0.6075
C 3.4644 -0.6901 1.4713
C 5.8075 -1.8381 -1.3698
C -1.0460 2.6896 0.1969
C -1.8276 1.6203 0.2310
C -4.4930 -1.9815 -0.4042
C -1.2870 0.4096 1.0532
H -7.1189 -3.2727 -2.0172
H 0.4292 2.5016 1.7702
H -4.0168 -2.8903 -0.3270
H -4.4101 1.6047 -1.6543
H -0.4866 0.3367 1.7477
H 3.3487 1.0232 -2.0009
H 6.6401 -1.4225 -3.1881
H -2.0188 -2.6506 0.7635
H -6.2727 -4.3990 -1.0064
H -7.7345 -3.3992 -0.3717
H -3.3167 2.9102 -1.1888
H -4.9206 2.5156 -0.3613
H 6.4908 -2.6583 -0.9465
H 0.6419 3.9403 0.5812
H -3.2468 -2.2691 1.8958
H -1.5386 -1.7711 2.4427
H 5.0590 0.1571 -4.0536
```

F_max: 18.187 eV/Å
ΔE to the lowest compared entry with this formula, charge and spin: 382.6 kcal/mol
Total charge: 0

Here are the natural (NBO) charges for atoms 1 to 4, given in e: S 0.37; S 0.42; O -0.22; O -0.61

=====

4.
C20H17NO2 | ωB97M-V/def2-TZVPD

The geometry in XYZ format:
```
40
C20H17NO2 (ωB97M-V/def2-TZVPD)
O -1.2552 -0.3305 0.0523
O 0.9350 -1.0935 0.1429
N 1.5709 2.5518 -0.7256
C 0.3856 1.1802 0.8154
C 2.8799 3.1428 -0.3990
C 0.9793 -1.4603 1.4522
C -3.2754 -1.2269 -0.7824
C 1.3432 -3.1781 3.1082
C 0.7797 -0.9013 3.8073
C 0.7283 -0.5305 2.4690
C 1.6778 1.3765 -1.6933
C -1.6455 -0.3542 -2.3495
C 1.3556 -2.7555 1.7815
C -2.0376 -0.6506 -1.0333
C -2.5688 -0.6036 -3.3749
C 0.5188 0.8742 2.1556
C -4.2028 -1.4741 -1.8154
C 1.0158 -2.2544 4.0792
C 0.1276 0.0477 -0.1563
C -0.3421 0.2427 -2.6125
C 0.4888 0.5222 -1.5450
C 0.4953 2.5828 0.2886
C -3.8102 -1.1651 -3.1357
H -0.4047 2.9256 -0.1946
H 1.4775 -4.2431 3.3441
H 2.5875 0.8141 -1.4298
H 1.5402 -3.4451 0.9604
H 1.8101 1.6806 -2.7651
H -4.5155 -1.3074 -3.9603
H 0.6327 1.6291 2.9131
H 3.4851 3.3005 -1.3074
H -0.0856 0.5851 -3.5963
H -3.5602 -1.3949 0.2572
H -2.2853 -0.3185 -4.4014
H -5.1963 -1.8233 -1.5256
H 3.4316 2.4861 0.2615
H 0.5370 -0.2027 4.6109
H 0.7398 3.2748 1.0906
H 0.9233 -2.5897 5.1080
H 2.7384 4.0867 0.1057
```

F_max: 3.657 eV/Å
ΔE to the lowest compared entry with this formula, charge and spin: 33.7 kcal/mol
Total charge: 0
SMILES string: CN1CC2=Cc3ccccc3OC23Oc2ccccc2C=C3C1

Here are the natural (NBO) charges for atoms 1 to 4, given in e: O -0.49; O -0.50; N -0.45; C -0.01

=====

5.
C20H17NO4 | ωB97M-V/def2-TZVPD

The geometry in XYZ format:
```
42
C20H17NO4 (ωB97M-V/def2-TZVPD)
O -0.9487 -1.4623 -1.0064
O -4.6692 0.8969 -0.5969
O -3.1195 -1.7093 1.2703
O -2.3481 0.2691 0.5256
N 0.5469 -1.8722 0.6487
C 1.8408 2.9665 0.3040
C -0.5052 -1.2364 0.0933
C 3.5098 0.3743 -1.4526
C 4.7111 0.2279 -0.7790
C -0.1654 1.8209 -0.3443
C 1.9221 2.1806 1.4404
C 2.6811 -1.6384 -0.4271
C 1.5260 -2.5722 -0.1664
C 3.8866 -1.7780 0.2457
C -3.2897 -0.6737 0.6721
C 0.7914 2.7906 -0.5822
C -5.7432 -0.9689 -0.0080
C 2.5007 -0.5540 -1.2783
C -1.0615 -0.1000 0.9851
C 0.9611 1.2168 1.6877
C 4.9000 -0.8519 0.0657
C -5.9148 0.9663 -1.0661
C -6.6280 -0.1515 -0.7370
C -0.0865 1.0301 0.7948
C -4.5535 -0.2819 0.0511
H 0.7230 3.4044 -1.4680
H 3.3578 1.2143 -2.1136
H 1.0235 0.6156 2.5848
H 5.4994 0.9536 -0.9134
H 1.8518 -3.4742 0.3569
H 5.8363 -0.9712 0.5910
H 2.5940 3.7158 0.1117
H 1.5616 -0.4400 -1.7987
H 0.8833 -1.5444 1.5415
H 4.0348 -2.6168 0.9113
H -5.9341 -1.9312 0.4191
H 1.0220 -2.8484 -1.0948
H -0.9795 1.6636 -1.0341
H -7.6481 -0.3612 -0.9844
H -1.1199 -0.4329 2.0292
H 2.7360 2.3164 2.1368
H -6.1862 1.8472 -1.6150
```

F_max: 1.132 eV/Å
ΔE to the lowest compared entry with this formula, charge and spin: 2.1 kcal/mol
Total charge: 0
SMILES string: O=C(O[C@@H](C(=O)NCc1ccccc1)c1ccccc1)c1ccco1

Here are the natural (NBO) charges for atoms 1 to 4, given in e: O -0.61; O -0.37; O -0.59; O -0.48

=====

Calculated highest occupied orbital energy, -0.30881; -0.31752; -0.27554; -0.29003; -0.33202 hartree (same order as the records).